Record 1
{
  "formula": "C30H80F2N8O13S2Ti",
  "method": "ωB97M-V/def2-TZVPD",
  "s_squared": 0.752,
  "e_homo_ev": [-10.362, -10.362],
  "energy_ev": -121157.4984,
  "charge": 1,
  "spin_multiplicity": 2,
  "e_above_lowest_kj_mol": 0.00,
  "symbols": ["Ti", "N", "S", "O", "O", "F", "S", "O", "O", "F", "C", "C", "O", "O", "H", "H", "H", "C", "C", "C", "O", "C", "N", "H", "H", "H", "H", "H", "H", "H", "H", "H", "H", "H", "C", "C", "C", "O", "C", "N", "H", "H", "H", "H", "H", "H", "H", "H", "H", "H", "H", "C", "C", "C", "O", "C", "N", "H", "H", "H", "H", "H", "H", "H", "H", "H", "H", "H", "C", "C", "C", "O", "C", "N", "H", "H", "H", "H", "H", "H", "H", "H", "H", "H", "H", "C", "C", "C", "O", "C", "N", "H", "H", "H", "H", "H", "H", "H", "H", "H", "H", "H", "C", "C", "C", "O", "C", "N", "H", "H", "H", "H", "H", "H", "H", "H", "H", "H", "H", "C", "C", "C", "O", "C", "N", "H", "H", "H", "H", "H", "H", "H", "H", "H", "H", "H"],
  "positions_angstrom": [[16.0276, 16.1863, 15.0218], [14.6831, 15.5573, 13.2463], [14.9247, 13.9304, 13.3389], [15.4737, 13.2634, 12.1848], [14.0750, 13.2183, 14.2533], [16.2317, 14.1311, 14.3217], [14.5698, 16.2623, 11.8439], [14.3564, 17.6149, 12.1678], [13.8248, 15.5492, 10.8690], [16.0400, 16.1172, 11.3006], [17.2102, 18.8324, 17.8332], [16.7387, 17.7538, 16.8092], [17.0686, 16.5295, 16.7831], [15.9452, 18.1237, 15.8479], [17.2745, 18.4402, 18.8991], [16.6081, 19.7703, 17.7390], [18.2433, 19.0902, 17.4946], [14.6427, 25.7411, 11.0099], [14.3869, 24.4760, 10.1594], [13.6788, 23.4365, 10.9437], [13.0624, 22.4967, 10.1790], [12.1511, 21.6891, 10.8862], [13.7386, 24.8601, 8.8929], [13.7348, 26.1509, 11.3904], [15.2541, 26.4216, 10.3928], [15.2829, 25.4101, 11.8323], [15.3761, 24.0473, 9.8808], [12.8641, 23.9756, 11.5044], [14.4499, 23.0656, 11.7583], [11.4761, 22.2338, 11.6129], [12.6336, 20.9165, 11.4256], [11.5738, 21.2505, 10.1038], [13.3456, 24.0171, 8.4516], [14.4105, 25.3021, 8.2444], [16.2602, 19.7245, 10.8586], [16.9143, 19.8140, 9.5114], [15.9571, 19.1781, 8.5548], [15.7060, 17.8233, 8.9653], [15.1916, 16.9653, 7.9524], [17.1845, 21.2326, 9.2345], [15.4969, 20.5035, 10.9499], [16.8556, 19.6888, 11.7120], [15.7168, 18.8011, 10.9743], [17.8726, 19.2930, 9.5569], [16.3262, 19.1894, 7.5380], [15.0090, 19.7433, 8.6260], [14.4012, 17.4461, 7.3697], [14.9543, 16.0235, 8.4154], [15.9364, 16.7389, 7.1428], [17.4937, 21.5557, 8.3176], [16.5724, 21.8749, 9.6882], [19.4485, 17.0644, 11.9977], [18.7974, 16.2590, 13.1210], [19.8009, 15.8427, 14.1764], [20.3126, 17.0445, 14.7140], [20.8535, 16.7854, 16.0038], [17.7802, 17.1022, 13.8739], [20.1288, 16.4944, 11.4418], [19.9191, 17.9532, 12.5010], [18.5263, 17.3556, 11.3876], [18.1629, 15.4431, 12.6598], [20.5494, 15.1832, 13.7896], [19.3253, 15.3909, 14.9823], [21.6822, 16.0977, 15.9032], [20.1124, 16.4300, 16.7073], [21.3025, 17.6773, 16.4426], [17.3979, 17.7787, 13.1616], [18.4027, 17.7319, 14.4222], [10.7167, 13.1765, 13.7987], [9.9362, 14.5303, 13.7410], [8.5937, 14.2883, 13.0786], [8.3245, 15.4204, 12.2174], [7.0135, 15.6947, 11.7592], [9.7888, 15.1603, 15.0617], [10.1450, 12.3609, 14.2401], [11.7118, 13.1715, 14.2299], [10.9195, 12.7686, 12.8025], [10.5448, 15.2224, 13.1152], [7.8238, 14.0670, 13.7786], [8.6203, 13.3497, 12.4604], [6.4370, 16.2580, 12.4383], [6.5058, 14.7633, 11.4852], [7.0964, 16.2416, 10.8073], [9.2501, 14.5652, 15.6790], [9.2573, 16.0288, 14.9096], [12.6039, 13.9807, 17.4336], [13.0653, 15.2654, 16.7988], [12.9187, 16.5661, 17.5013], [13.5850, 16.4402, 18.7178], [13.7364, 17.5604, 19.5088], [14.5720, 15.1340, 16.3996], [12.5611, 13.1099, 16.7672], [11.5799, 14.2104, 17.6917], [13.0572, 13.8962, 18.4040], [12.5775, 15.3041, 15.8175], [11.8314, 16.6619, 17.6974], [13.1450, 17.4473, 16.9494], [12.7898, 17.9892, 19.8164], [14.3083, 18.3662, 19.0995], [14.2663, 17.2909, 20.3993], [14.7780, 14.1535, 16.2766], [15.1278, 15.4028, 17.2237], [13.5337, 10.3994, 9.3800], [15.0374, 10.5263, 9.7168], [15.8272, 9.2576, 9.3804], [17.1980, 9.3954, 9.7545], [17.3945, 9.2106, 11.1379], [15.5826, 11.6444, 8.9378], [13.0679, 11.1625, 10.0008], [13.0658, 9.4500, 9.6215], [13.4521, 10.5422, 8.3252], [15.1569, 10.7682, 10.7709], [15.8338, 9.1407, 8.3194], [15.3510, 8.3768, 9.8039], [16.6849, 9.7739, 11.7535], [18.3627, 9.5611, 11.4564], [17.2701, 8.1317, 11.3558], [15.0753, 12.4951, 9.0115], [16.5707, 11.8254, 9.1819], [11.4020, 19.9804, 17.1429], [11.0175, 21.4187, 16.7659], [11.7851, 21.7311, 15.4996], [13.1627, 21.4896, 15.7860], [14.0268, 21.3660, 14.6826], [9.5512, 21.5546, 16.6735], [10.8180, 19.6796, 18.0063], [12.4137, 19.9058, 17.4150], [11.2197, 19.3046, 16.3485], [11.2978, 22.0820, 17.6104], [11.6192, 22.8122, 15.2739], [11.4224, 21.1540, 14.6368], [14.9892, 21.0537, 15.0146], [14.0768, 22.3232, 14.1527], [13.7272, 20.5699, 14.0183], [9.2738, 22.4381, 16.2739], [9.1659, 20.9077, 15.9753]]
}

Record 2
{
  "formula": "C2H10N4",
  "method": "ωB97M-V/def2-TZVPD",
  "e_homo_ev": -8.006,
  "energy_ev": -8191.5057,
  "e_above_lowest_kj_mol": 514.24,
  "symbols": ["C", "C", "N", "H", "H", "H", "H", "H", "N", "N", "N", "H", "H", "H", "H", "H"],
  "positions_angstrom": [[0.1130, 1.3450, 1.5188], [0.6952, -0.3454, 0.7114], [1.8457, -0.4665, 0.2018], [2.1125, 0.2697, -0.4509], [0.3471, -1.0714, 1.4360], [-0.9228, 1.6643, 1.6846], [0.6915, 2.1255, 1.0176], [0.5332, 1.2196, 2.5173], [-0.7194, -0.3855, -0.5421], [-0.2572, 0.0946, -1.8025], [-1.3064, -1.6759, -0.5819], [-1.0356, 0.3802, 0.1289], [-0.2141, 1.1094, -1.7289], [0.6998, -0.2351, -1.9453], [-0.5853, -2.3508, -0.8379], [-1.9974, -1.6777, -1.3270]]
}

Record 3
{
  "formula": "C2H3N3O",
  "method": "ωB97M-V/def2-TZVPD",
  "e_homo_ev": -10.258,
  "energy_ev": -8640.3128,
  "e_above_lowest_kj_mol": 17.53,
  "symbols": ["N", "C", "N", "C", "N", "O", "H", "H", "H"],
  "positions_angstrom": [[-0.9384, -0.6203, -1.5411], [-0.6218, 0.0537, -0.4158], [0.6920, -0.2960, 0.0104], [1.0071, 0.2010, 1.0908], [1.2806, 0.5990, 2.2055], [-1.3530, 0.8102, 0.1874], [-0.3065, -1.3135, -1.9041], [-1.8856, -0.5661, -1.8699], [2.1257, 1.1319, 2.2367]]
}

What did the third record say?
{
  "formula": "C2H3N3O",
  "method": "ωB97M-V/def2-TZVPD",
  "e_homo_ev": -10.258,
  "energy_ev": -8640.3128,
  "e_above_lowest_kj_mol": 17.53,
  "symbols": ["N", "C", "N", "C", "N", "O", "H", "H", "H"],
  "positions_angstrom": [[-0.9384, -0.6203, -1.5411], [-0.6218, 0.0537, -0.4158], [0.6920, -0.2960, 0.0104], [1.0071, 0.2010, 1.0908], [1.2806, 0.5990, 2.2055], [-1.3530, 0.8102, 0.1874], [-0.3065, -1.3135, -1.9041], [-1.8856, -0.5661, -1.8699], [2.1257, 1.1319, 2.2367]]
}

- What is the formula in the third record?
  C2H3N3O